The following is a quantum chemistry calculation of a structure of composition C34H39CrN7O5P at a distorted geometry, from the OMol25 dataset.

Last column: Mulliken spin population.
Element x y z (Å)
Cr: -0.397 1.111 -0.503  3.07
C: 2.334 1.010 -3.897  0.00
C: 2.612 2.354 -4.079  0.01
C: 2.053 3.285 -3.213  0.00
C: 1.211 2.838 -2.207  0.02
N: 0.923 1.528 -2.055  -0.03
C: 1.486 0.637 -2.864  0.04
C: 0.613 3.718 -1.178  0.02
C: 0.587 5.106 -1.202  -0.01
C: -0.056 5.769 -0.167  0.01
C: -0.679 5.055 0.848  -0.01
C: -0.622 3.668 0.810  0.00
N: 0.046 3.048 -0.169  -0.09
C: -1.293 2.740 1.748  0.04
C: -1.865 3.122 2.950  0.00
C: -2.449 2.147 3.748  0.01
C: -2.435 0.827 3.328  0.00
C: -1.838 0.519 2.115  0.03
N: -1.289 1.453 1.344  -0.03
H: 2.762 0.255 -4.540  0.00
H: 3.267 2.678 -4.875  0.00
H: 2.282 4.335 -3.315  0.00
H: 1.252 -0.399 -2.667  -0.03
H: 1.037 5.659 -2.012  0.00
H: -0.094 6.849 -0.163  0.00
H: -1.212 5.569 1.633  0.00
H: -1.849 4.153 3.266  0.00
H: -2.905 2.418 4.689  0.00
H: -2.879 0.043 3.922  0.00
H: -1.802 -0.493 1.728  0.00
O: -1.884 -0.258 -0.975  0.00
C: -2.594 0.740 -1.299  0.03
O: -1.966 1.848 -1.437  -0.03
C: -4.054 0.685 -1.421  -0.03
C: -4.761 1.835 -1.764  0.00
C: -6.141 1.789 -1.854  0.00
C: -6.770 0.583 -1.601  0.00
C: -6.093 -0.578 -1.267  0.00
C: -4.713 -0.521 -1.176  0.00
N: -8.250 0.536 -1.698  0.00
O: -8.816 1.599 -1.810  0.00
O: -8.774 -0.536 -1.509  0.00
H: -4.229 2.755 -1.963  0.00
H: -6.729 2.655 -2.115  0.00
H: -6.644 -1.489 -1.094  0.00
H: -4.142 -1.403 -0.926  0.00
O: 0.720 -0.253 0.202  -0.06
P: 1.672 -1.395 0.550  0.05
N: 1.606 -2.399 -0.762  0.00
C: 2.537 -3.550 -0.797  0.00
C: 1.911 -4.507 -1.807  0.00
C: 0.420 -4.287 -1.593  0.00
C: 0.334 -2.774 -1.430  0.00
N: 1.246 -2.159 1.931  0.00
C: 1.879 -2.070 3.263  0.00
C: 0.996 -2.948 4.149  0.00
C: -0.368 -2.867 3.482  0.00
C: -0.006 -2.927 2.004  0.00
N: 3.177 -0.816 0.768  0.00
C: 4.344 -1.531 1.330  0.00
C: 5.522 -0.991 0.530  0.00
C: 5.105 0.449 0.261  0.00
C: 3.625 0.311 -0.075  0.00
H: 2.591 -4.027 0.189  0.00
H: 3.537 -3.222 -1.081  0.00
H: 2.228 -5.535 -1.647  0.00
H: 2.194 -4.223 -2.822  0.00
H: 0.093 -4.785 -0.678  0.00
H: -0.195 -4.652 -2.412  0.00
H: -0.535 -2.441 -0.869  0.00
H: 0.279 -2.295 -2.414  0.00
H: 1.893 -1.032 3.606  0.00
H: 2.900 -2.440 3.240  0.00
H: 0.995 -2.614 5.184  0.00
H: 1.357 -3.977 4.131  0.00
H: -0.836 -1.907 3.711  0.00
H: -1.048 -3.660 3.780  0.00
H: -0.772 -2.489 1.356  0.00
H: 0.154 -3.962 1.684  0.00
H: 4.228 -2.612 1.238  0.00
H: 4.454 -1.284 2.389  0.00
H: 5.626 -1.539 -0.409  0.00
H: 6.458 -1.076 1.076  0.00
H: 5.666 0.917 -0.545  0.00
H: 5.233 1.055 1.160  0.00
H: 3.495 0.066 -1.135  0.00
H: 3.045 1.209 0.150  0.01

Properties
- Strongest force on any atom: 1.12 eV/A
- Total charge: +2
- ⟨S²⟩: 3.77
- DFT total energy: -3464.02305 Eh
- Multiplicity: 4


The following is a quantum chemistry calculation of a cluster of 11 separate species, C34H39F3N8 in total at a distorted geometry, from the OMol25 dataset.

Last column: Mulliken charge in e.
Element x y z (Å)
F: 15.971 4.055 -8.346  -0.31
C: 15.133 2.996 -8.469  0.16
C: 13.791 3.198 -8.425  0.00
C: 12.934 2.152 -8.753  0.61
C: 13.466 0.929 -9.134  -0.74
C: 14.850 0.669 -9.107  -0.73
C: 15.678 1.731 -8.727  -0.55
H: 13.384 4.141 -8.091  0.57
H: 11.855 2.182 -8.719  -0.47
H: 12.784 0.132 -9.393  0.48
H: 15.235 -0.317 -9.318  0.41
H: 16.757 1.697 -8.699  0.40
F: 8.057 6.822 -7.528  -0.18
C: 7.988 8.115 -7.043  0.14
C: 6.988 8.402 -6.107  -0.07
C: 6.939 9.643 -5.419  -0.70
C: 8.008 10.560 -5.723  -0.27
C: 8.936 10.299 -6.700  -0.46
C: 8.920 9.099 -7.396  -0.43
H: 6.186 7.694 -5.956  0.47
H: 6.290 9.884 -4.590  0.38
H: 8.244 11.467 -5.187  0.33
H: 9.741 11.000 -6.863  0.35
H: 9.700 8.801 -8.080  0.41
F: 10.467 0.657 -15.975  -0.34
C: 10.562 1.271 -14.746  0.43
C: 11.764 1.125 -14.036  -0.45
C: 11.860 1.747 -12.786  -0.51
C: 10.919 2.726 -12.433  -0.20
C: 9.802 2.948 -13.162  -0.50
C: 9.565 2.193 -14.352  -0.66
H: 12.620 0.550 -14.355  0.41
H: 12.730 1.579 -12.168  0.41
H: 11.085 3.252 -11.504  0.47
H: 9.052 3.614 -12.761  0.47
H: 8.688 2.456 -14.925  0.44
C: 13.513 5.136 -4.385  -1.05
C: 12.502 4.393 -5.034  0.52
N: 11.720 3.741 -5.600  -0.35
H: 13.744 6.083 -4.873  0.25
H: 14.412 4.544 -4.210  0.31
H: 13.236 5.379 -3.359  0.36
C: 7.291 4.783 -5.033  -0.24
C: 5.900 4.648 -5.521  0.37
N: 4.792 4.530 -5.900  -0.53
H: 7.476 4.194 -4.135  0.36
H: 7.496 5.793 -4.676  0.32
H: 7.996 4.511 -5.818  -0.26
C: 11.069 0.101 -6.279  -0.05
C: 12.017 0.116 -5.198  0.18
N: 12.834 0.064 -4.371  -0.48
H: 10.088 0.180 -5.811  0.26
H: 11.044 -0.823 -6.856  0.39
H: 11.105 0.911 -7.008  -0.31
C: 13.369 6.132 -12.716  -0.46
C: 14.639 6.485 -13.399  0.22
N: 15.647 6.683 -13.996  -0.41
H: 12.569 5.964 -13.436  0.33
H: 13.146 6.813 -11.894  0.20
H: 13.440 5.214 -12.132  0.13
C: 6.478 1.531 -8.678  -0.93
C: 7.331 1.766 -7.487  0.43
N: 7.988 1.960 -6.574  -0.37
H: 6.956 1.801 -9.620  0.20
H: 5.525 2.011 -8.457  0.37
H: 6.338 0.452 -8.738  0.33
C: 9.748 4.273 -8.335  0.05
C: 10.690 4.856 -9.288  0.07
N: 11.464 5.312 -10.018  -0.39
H: 8.718 4.278 -8.692  0.42
H: 9.909 4.709 -7.349  0.12
H: 10.036 3.244 -8.121  -0.26
C: 8.617 -0.482 -11.650  -1.00
C: 9.093 0.367 -10.524  0.39
N: 9.396 0.977 -9.595  -0.26
H: 9.531 -0.696 -12.204  0.27
H: 8.053 0.187 -12.299  0.29
H: 8.009 -1.285 -11.232  0.38
C: 14.286 7.635 -9.048  -0.24
C: 13.348 7.443 -7.904  0.34
N: 12.654 7.229 -7.018  -0.47
H: 14.339 8.657 -9.421  0.36
H: 13.877 6.933 -9.775  -0.23
H: 15.263 7.266 -8.734  0.25

Properties
- Strongest force on any atom: 4.51 eV/A
- DFT total energy: -2056.50440 Eh


The following is a quantum chemistry calculation of a structure of composition C34H39N11O2PbS, from the OMol25 dataset.

Last column: Mulliken charge in e.
Element x y z (Å)
Pb: 0.321 0.667 -0.042  1.11
N: -2.494 -1.299 1.875  -0.41
C: -2.691 -2.731 1.687  -0.47
C: -2.874 -3.114 0.183  -0.80
N: -2.427 -2.124 -0.783  0.53
C: -1.031 -2.194 -1.171  0.04
C: -0.081 -2.446 0.026  -1.19
N: 1.153 -1.699 -0.180  -0.31
C: -4.006 -0.358 -1.871  -0.80
C: -3.405 0.789 -2.712  -0.82
N: -2.542 1.664 -1.911  -0.36
H: -2.296 -1.088 2.846  0.21
H: -3.308 -0.770 1.590  0.20
H: -3.566 -3.116 2.228  0.57
H: -1.816 -3.239 2.098  0.03
H: -3.941 -3.269 0.025  0.48
H: -2.383 -4.083 0.010  0.28
H: -1.552 -0.377 -1.866  0.11
H: -0.869 -2.994 -1.915  -0.13
H: 0.086 -3.522 0.146  0.38
H: -0.541 -2.040 0.923  0.45
H: 1.597 -1.941 -1.060  0.27
H: 1.834 -1.806 0.570  0.19
H: -4.030 -0.030 -0.829  0.12
H: -5.036 -0.490 -2.209  0.45
H: -4.237 1.354 -3.148  0.39
H: -2.819 0.399 -3.547  0.35
H: -3.083 2.160 -1.214  0.22
H: -2.067 2.344 -2.493  0.19
C: -3.006 -2.238 -3.286  -1.23
C: -3.384 -1.811 -1.872  -0.27
N: -0.702 -0.900 -1.754  0.69
C: 0.003 -0.915 -2.996  -0.72
C: -0.581 -1.579 -4.079  1.66
C: -1.930 -2.179 -4.087  -0.24
C: 0.103 -1.613 -5.297  -1.56
C: 1.276 -0.894 -5.442  -1.21
C: 1.801 -0.165 -4.392  -0.69
C: 1.218 -0.186 -3.107  0.16
N: 1.652 0.555 -2.031  0.21
C: 2.763 1.359 -2.058  -0.37
C: 3.970 1.122 -2.707  -0.55
C: 4.966 2.104 -2.798  -0.82
C: 4.789 3.358 -2.276  -1.01
C: 3.640 3.620 -1.503  0.69
C: 3.381 4.866 -0.891  -0.56
C: 2.295 5.013 -0.070  -0.92
C: 1.471 3.902 0.157  -0.10
N: 1.642 2.758 -0.464  0.12
C: 2.678 2.595 -1.316  0.67
H: -3.865 -2.704 -3.763  0.30
H: -4.262 -2.418 -1.644  0.73
H: -2.112 -2.643 -5.054  0.29
H: -0.305 -2.168 -6.132  0.41
H: 1.795 -0.892 -6.392  0.40
H: 2.663 0.455 -4.577  0.72
H: 4.158 0.155 -3.151  0.76
H: 5.882 1.870 -3.325  0.38
H: 5.522 4.141 -2.417  0.37
H: 4.056 5.693 -1.077  0.41
H: 2.071 5.954 0.413  0.39
H: 0.652 3.946 0.867  0.39
N: -0.830 -5.535 5.146  -0.57
C: -0.147 -4.451 4.634  1.11
C: -0.142 -3.232 5.321  -0.86
C: 0.609 -2.167 4.862  -0.43
C: 1.346 -2.290 3.690  -0.58
C: 1.355 -3.495 3.004  -0.19
C: 0.613 -4.567 3.466  -0.74
S: 2.292 -0.907 3.063  1.33
O: 3.055 -1.452 1.957  -0.86
O: 3.054 -0.324 4.129  -0.70
N: 1.226 0.131 2.379  -0.14
C: 0.481 0.938 3.182  0.20
N: 0.522 0.839 4.528  -0.48
C: -0.195 1.687 5.241  -0.25
C: -1.024 2.645 4.678  -0.82
C: -1.051 2.650 3.294  -0.25
N: -0.320 1.838 2.552  0.07
H: -1.515 -5.361 5.858  0.19
H: -1.007 -6.318 4.544  0.20
H: -0.717 -3.135 6.235  0.31
H: 0.657 -1.229 5.391  0.56
H: 1.979 -3.592 2.126  0.55
H: 0.634 -5.514 2.941  0.31
H: -0.107 1.584 6.319  0.43
H: -1.613 3.328 5.271  0.40
H: -1.686 3.347 2.750  0.42

Properties
- Strongest force on any atom: 0.60 eV/A
- DFT total energy: -2662.85764 Eh


The following is a quantum chemistry calculation of a structure of composition C34H40Cl3N4O5PS6Sn, from the OMol25 dataset.

Last column: Mulliken charge in e.
Element x y z (Å)
Sn: -1.504 -1.864 -0.230  0.53
Cl: -0.178 -5.038 2.672  -0.17
C: -0.104 -3.348 3.164  0.52
Cl: -1.190 -3.015 4.539  -0.21
H: -0.417 -2.724 2.335  -0.61
H: 0.910 -3.109 3.457  0.24
O: -5.554 -7.239 -3.259  -0.67
C: -4.797 -6.398 -2.819  0.58
S: -5.131 -5.430 -1.386  -0.20
C: -3.656 -4.458 -1.402  0.01
C: -2.766 -4.700 -2.389  -0.01
S: -1.248 -3.938 -2.708  -0.41
S: -3.247 -5.972 -3.529  -0.20
S: -3.611 -3.261 -0.112  -0.43
S: -3.671 -0.220 -4.236  -0.26
C: -2.656 1.016 -3.614  -0.11
C: -2.100 0.606 -2.451  -1.06
N: -2.477 -0.655 -2.057  0.87
C: -3.295 -1.211 -2.901  -0.19
H: -2.508 1.957 -4.116  0.46
H: -1.406 1.181 -1.855  0.57
H: -3.686 -2.213 -2.778  0.07
C: 2.975 -1.265 -4.578  -1.16
C: 1.688 -1.921 -4.086  -0.44
C: 0.850 -1.010 -3.193  0.31
C: 1.587 -0.479 -1.974  0.35
N: 2.116 -1.592 -1.174  0.23
C: 2.813 -1.504 -0.029  -0.15
S: 2.812 -2.773 1.104  -0.44
N: 3.567 -0.418 0.233  0.35
C: 4.047 0.632 -0.656  0.58
C: 5.217 1.350 0.001  -1.36
C: 6.440 0.472 0.273  -0.36
C: 7.000 -0.192 -0.980  -1.20
H: 3.487 -1.893 -5.310  0.43
H: 3.670 -1.090 -3.753  0.14
H: 2.770 -0.297 -5.042  0.26
H: 1.927 -2.843 -3.549  0.28
H: 1.072 -2.225 -4.935  0.46
H: -0.051 -1.547 -2.890  -0.84
H: 0.522 -0.134 -3.763  0.41
H: 0.915 0.135 -1.367  -0.58
H: 2.386 0.174 -2.307  0.19
H: 1.534 -2.422 -1.188  0.27
H: 4.018 -0.498 1.130  0.21
H: 3.270 1.364 -0.873  -0.41
H: 4.361 0.195 -1.608  0.25
H: 4.868 1.798 0.937  0.35
H: 5.497 2.181 -0.651  0.48
H: 6.195 -0.303 1.007  0.28
H: 7.213 1.091 0.737  0.40
H: 6.307 -0.933 -1.381  0.24
H: 7.939 -0.705 -0.767  0.39
H: 7.187 0.547 -1.763  0.28
N: -2.547 -0.611 1.070  -0.51
P: -2.153 0.661 1.836  1.66
C: -2.699 2.203 1.013  0.63
C: -3.711 2.049 0.070  -0.69
C: -4.203 3.146 -0.622  -0.57
C: -3.678 4.408 -0.384  -0.52
C: -2.667 4.572 0.554  -0.78
C: -2.185 3.476 1.254  -0.18
C: -2.999 0.731 3.460  -0.22
C: -2.907 1.820 4.322  -0.33
C: -3.570 1.809 5.540  -0.66
C: -4.329 0.702 5.904  -0.46
C: -4.424 -0.385 5.049  -0.68
C: -3.762 -0.371 3.827  -0.41
C: -0.411 0.966 2.280  0.12
C: 0.463 1.658 1.442  0.42
C: 1.796 1.809 1.798  -0.80
C: 2.274 1.239 2.968  -0.58
C: 1.419 0.516 3.790  -1.14
C: 0.081 0.390 3.452  -0.67
H: -4.083 1.048 -0.125  0.35
H: -4.980 3.009 -1.365  0.44
H: -4.042 5.263 -0.941  0.37
H: -2.235 5.550 0.723  0.38
H: -1.377 3.613 1.963  0.30
H: -2.311 2.682 4.043  0.27
H: -3.493 2.659 6.206  0.40
H: -4.844 0.690 6.858  0.36
H: -5.011 -1.250 5.331  0.41
H: -3.818 -1.205 3.136  0.48
H: 0.123 2.092 0.508  0.36
H: 2.443 2.375 1.139  0.46
H: 3.319 1.346 3.238  0.36
H: 1.791 0.051 4.694  0.42
H: -0.587 -0.166 4.100  0.56
O: 2.096 3.766 -0.725  -0.72
Cl: 1.482 3.526 -2.016  1.80
O: 1.079 4.776 -2.605  -0.77
O: 2.434 2.857 -2.877  -0.70
O: 0.322 2.673 -1.836  -0.69

Properties
- Strongest force on any atom: 0.16 eV/A
- Total charge: -2
- DFT total energy: -6240.14862 Eh


The following is a quantum chemistry calculation of a structure of composition C34H40N2O3P2Pt at a distorted geometry, from the OMol25 dataset.

Last column: Mulliken charge in e.
Element x y z (Å)
Pt: 0.052 -0.391 0.106  3.44
C: 3.371 -0.728 4.645  -0.97
N: 2.029 -0.620 4.109  0.09
C: 0.915 -0.766 5.032  -0.92
C: 1.763 -0.417 2.827  0.50
O: 0.596 -0.280 2.423  -0.81
C: 2.932 -0.380 1.839  -1.28
O: 2.567 0.246 0.628  -0.49
C: 2.793 1.644 0.584  -1.13
C: 1.550 2.386 0.096  1.04
O: 0.510 1.773 -0.187  -1.24
N: 1.616 3.703 -0.019  0.08
C: 0.454 4.423 -0.506  -1.04
C: 2.779 4.523 0.243  -1.01
H: 3.312 -1.080 5.670  0.36
H: 3.867 0.245 4.653  0.33
H: 3.979 -1.435 4.084  0.38
H: 0.493 -1.772 4.957  0.27
H: 0.135 -0.042 4.798  0.24
H: 1.259 -0.595 6.047  0.45
H: 3.195 -1.415 1.584  0.42
H: 3.806 0.110 2.275  0.67
H: 3.626 1.838 -0.105  0.47
H: 3.057 2.017 1.577  0.54
H: -0.283 3.711 -0.876  0.24
H: 0.747 5.093 -1.312  0.40
H: 0.014 5.004 0.306  0.37
H: 3.469 4.046 0.933  0.38
H: 2.443 5.463 0.681  0.36
H: 3.310 4.748 -0.685  0.32
C: -2.478 -2.510 0.680  -0.80
C: -2.686 -1.152 1.355  -1.58
P: -2.459 0.170 0.074  0.38
C: -3.941 -0.198 -0.934  0.17
C: -5.177 -0.197 -0.288  -0.51
C: -6.300 -0.659 -0.948  -0.74
C: -6.206 -1.119 -2.254  -0.62
C: -4.993 -1.060 -2.917  -0.57
C: -3.863 -0.596 -2.261  -0.60
C: -2.778 1.741 0.896  0.66
C: -2.089 2.042 2.071  -0.29
C: -2.280 3.266 2.682  -0.69
C: -3.110 4.212 2.097  -0.57
C: -3.775 3.926 0.913  -0.75
C: -3.610 2.694 0.309  -0.78
P: -0.835 -2.514 -0.186  0.22
C: -1.180 -2.440 -1.970  0.70
C: -0.489 -1.481 -2.714  -0.12
C: -0.681 -1.387 -4.078  -0.83
C: -1.558 -2.255 -4.714  -0.56
C: -2.240 -3.216 -3.981  -0.90
C: -2.053 -3.311 -2.613  -0.54
C: -0.144 -4.176 -0.015  0.99
C: -0.986 -5.284 0.023  -0.44
C: -0.443 -6.555 -0.021  -0.88
C: 0.929 -6.719 -0.138  -0.50
C: 1.768 -5.616 -0.181  -0.72
C: 1.235 -4.341 -0.105  -0.51
H: -3.276 -2.688 -0.050  0.55
H: -2.491 -3.310 1.425  0.73
H: -1.944 -1.008 2.145  0.39
H: -3.686 -1.083 1.787  0.81
H: -5.264 0.178 0.722  0.45
H: -7.249 -0.672 -0.435  0.43
H: -7.083 -1.508 -2.751  0.43
H: -4.921 -1.390 -3.943  0.51
H: -2.924 -0.542 -2.789  0.65
H: -1.409 1.314 2.489  0.14
H: -1.785 3.486 3.617  0.47
H: -3.230 5.179 2.558  0.44
H: -4.422 4.664 0.463  0.45
H: -4.137 2.464 -0.606  0.50
H: 0.208 -0.798 -2.201  0.31
H: -0.159 -0.634 -4.649  0.47
H: -1.714 -2.172 -5.778  0.43
H: -2.917 -3.890 -4.483  0.47
H: -2.594 -4.054 -2.043  0.31
H: -2.056 -5.158 0.090  0.35
H: -1.092 -7.416 0.032  0.43
H: 1.344 -7.712 -0.199  0.41
H: 2.835 -5.754 -0.277  0.44
H: 1.878 -3.468 -0.112  0.38

Properties
- Strongest force on any atom: 2.11 eV/A
- Total charge: +2
- DFT total energy: -2456.37967 Eh